[1]
Density functional theory data (wB97M-V/def2-TZVPD) for 5 unconnected molecules or ions with the total composition C49H65F4NO3P in a non-equilibrium geometry.

Structure (ORCA input):
```
! wB97M-V def2-TZVPD RIJCOSX def2/J DEFGRID3
* xyz 1 1
C -1.1479 1.0766 8.6515
C -0.9752 1.1343 7.0549
O -0.5314 0.0896 6.4864
N -1.3040 2.2890 6.1948
C -0.2611 3.3632 6.2482
C -2.6849 2.8129 6.4246
C -3.6118 2.1695 5.2427
C -3.3205 3.0514 3.9251
C -2.9109 2.1917 2.6332
P -1.1648 1.4651 2.7122
C -0.3104 1.7173 1.0472
C 1.2261 2.1704 1.3297
O 1.7659 1.1390 2.1899
C 3.2211 1.1125 2.1112
C 3.8700 -0.1924 2.7654
O 4.0234 -1.3010 1.8213
C 2.7025 -1.7335 1.4851
C 1.8204 -2.4544 2.5637
C 0.3597 -2.9398 2.2931
C -0.2855 -2.7217 0.8676
C -1.7873 -3.2673 0.5644
C -1.6708 -4.8890 0.7671
C -2.8722 -2.7728 1.6372
C -2.1862 -3.0505 -0.9723
C -2.8736 -1.6444 -1.3323
C -2.2284 -0.3572 -0.6249
C -4.4952 -1.7251 -1.1803
C -2.6313 -1.4325 -2.9353
C 0.6128 -2.0125 -0.1786
C 2.0702 -1.5223 0.0919
H -1.9954 1.7527 9.0437
H -1.4513 -0.0070 8.9039
H -0.1836 1.3485 9.2024
H -0.3086 3.9374 5.2533
H -0.5223 4.1015 7.0802
H 0.8013 2.9341 6.3404
H -2.7168 3.9515 6.3542
H -3.1637 2.4780 7.4122
H -3.2020 1.1176 5.0674
H -4.7130 2.1255 5.5472
H -2.4979 3.8354 4.1442
H -4.2686 3.6562 3.7064
H -3.6377 1.3163 2.5211
H -2.9240 2.9061 1.7237
H -0.3588 2.0568 3.7519
H -1.2637 0.0583 3.0442
H -0.8821 2.4609 0.3937
H -0.2341 0.7160 0.4918
H 1.7349 2.1825 0.2890
H 1.2832 3.2167 1.8102
H 3.5573 1.2271 1.0219
H 3.5948 2.0166 2.7274
H 3.2458 -0.4606 3.6834
H 4.9268 0.0791 3.1494
H 2.3295 -2.6238 3.5817
H -0.1653 -3.4741 3.1494
H -1.1332 -5.3123 -0.1461
H -2.7583 -5.2781 0.7908
H -1.0864 -5.1611 1.7075
H -3.6453 -3.5849 1.8504
H -2.3260 -2.5874 2.6426
H -3.4029 -1.7973 1.3817
H -2.9566 -3.8739 -1.2383
H -1.3069 -3.2100 -1.7076
H -1.3599 0.0739 -1.2322
H -1.8854 -0.5131 0.4523
H -3.0393 0.4720 -0.6006
H -4.8317 -2.1519 -0.1781
H -4.9990 -0.7313 -1.4542
H -4.8204 -2.5004 -1.9779
H -1.5283 -1.1111 -3.0546
H -2.7744 -2.3923 -3.5341
H -3.2454 -0.5422 -3.3424
H 0.2085 -1.8350 -1.2315
H 2.6476 -1.0255 -0.7739
F -1.5812 1.2249 -4.0131
C -0.5988 2.1089 -3.7750
C -0.4384 2.6198 -2.4967
C 0.5826 3.5322 -2.2476
C 1.4246 3.9310 -3.2830
C 1.2510 3.4146 -4.5647
C 0.2370 2.4941 -4.8108
H -1.1090 2.3037 -1.7061
H 0.7217 3.9329 -1.2482
H 2.2179 4.6460 -3.0895
H 1.9044 3.7286 -5.3709
H 0.0929 2.0754 -5.8002
F 4.9062 -7.0215 8.0037
C 4.3945 -5.8767 7.5305
C 4.7567 -4.6747 8.1186
C 4.2297 -3.4863 7.6243
C 3.3381 -3.5142 6.5543
C 2.9777 -4.7277 5.9749
C 3.5129 -5.9156 6.4616
H 5.4453 -4.6735 8.9555
H 4.5123 -2.5395 8.0721
H 2.9237 -2.5861 6.1720
H 2.2798 -4.7481 5.1441
H 3.2505 -6.8685 6.0172
F 2.5960 4.0245 -7.1086
C 3.2783 3.0037 -7.6607
C 4.6637 3.0375 -7.6723
C 5.3676 1.9795 -8.2389
C 4.6770 0.9055 -8.7962
C 3.2852 0.8854 -8.7824
C 2.5817 1.9378 -8.2066
H 5.1832 3.8856 -7.2413
H 6.4522 1.9918 -8.2469
H 5.2267 0.0826 -9.2419
H 2.7488 0.0515 -9.2197
H 1.4978 1.9346 -8.1794
F 0.5456 -0.3916 -9.6251
C -0.7199 0.0226 -9.4499
C -1.5125 0.2792 -10.5574
C -2.8247 0.7035 -10.3745
C -3.3255 0.8766 -9.0859
C -2.5185 0.6205 -7.9811
C -1.2097 0.1856 -8.1634
H -1.1029 0.1469 -11.5521
H -3.4562 0.8998 -11.2342
H -4.3480 1.2119 -8.9444
H -2.9086 0.7596 -6.9782
H -0.5697 -0.0273 -7.3146
*
```

Its relative energy (zero: lowest compared OMol25 entry of this formula, charge and spin) is 179.6 kcal per mole. For the HOMO energy, the calculation gives -10.52 eV. The LUMO energy is -2.30 eV. For the largest force on an atom, the calculation gives 4.768 eV/A.

[2]
Density functional theory data (wB97M-V/def2-TZVPD) for a molecular structure, C49H65N4P3RuS2Si.

Structure (ORCA input):
```
! wB97M-V def2-TZVPD RIJCOSX def2/J DEFGRID3
* xyz -1 2
Ru -0.3506 -0.4527 1.0097
C -1.6487 4.7553 -2.0247
C -0.1637 4.7648 -1.6644
C 0.0676 5.4968 -0.3389
P 0.5290 3.0456 -1.4138
C 2.3611 3.3429 -1.7324
C 2.7643 4.5578 -2.5630
C 2.9828 2.0828 -2.3369
C 0.0675 2.1713 -2.9570
C 0.0032 2.8944 -4.1547
C -0.3194 2.2904 -5.3549
C -0.5860 0.9297 -5.3586
C -0.5137 0.2105 -4.1772
C -0.1803 0.7827 -2.9361
Si -0.0917 -0.4830 -1.3956
C 1.3934 -1.6004 -1.8240
C 2.0915 -1.4895 -3.0327
C 3.1076 -2.3711 -3.3705
C 3.4004 -3.4127 -2.5046
C 2.7046 -3.5320 -1.3064
C 1.7181 -2.6207 -0.9022
P 0.7241 -2.4800 0.9534
C -0.1368 -4.1543 0.9215
C 0.4445 -5.2730 0.0590
C -1.6197 -4.0325 0.5941
C 2.2078 -2.9103 2.0958
C 3.3623 -3.8280 1.6950
C 2.8268 -1.6690 2.7453
C -1.5702 -1.6025 -1.9155
C -1.5592 -2.6398 -2.8477
C -2.6835 -3.4246 -3.0689
C -3.8464 -3.1719 -2.3565
C -3.8736 -2.1532 -1.4124
C -2.7406 -1.3784 -1.1769
P -2.4927 -0.1583 0.1804
C -2.8616 1.5029 -0.6130
C -3.8321 1.5038 -1.7936
C -3.1766 2.5515 0.4573
C -3.9857 -0.3366 1.3226
C -5.4061 -0.0214 0.8330
C -3.9710 -1.6592 2.0802
H -2.1023 5.7241 -1.7935
H -2.1868 3.9925 -1.4649
H -1.8112 4.5467 -3.0807
H 0.3768 5.2969 -2.4514
H -0.5068 5.0219 0.4610
H -0.2388 6.5449 -0.4110
H 1.1198 5.4684 -0.0388
H 2.7724 3.4786 -0.7310
H 2.3401 4.5150 -3.5693
H 3.8536 4.5703 -2.6690
H 2.4706 5.5042 -2.1043
H 2.7466 2.0196 -3.4018
H 2.6222 1.1653 -1.8726
H 4.0715 2.1059 -2.2280
H 0.2122 3.9577 -4.1399
H -0.3631 2.8692 -6.2703
H -0.8492 0.4243 -6.2811
H -0.7250 -0.8473 -4.2299
H 1.8434 -0.6917 -3.7249
H 3.6506 -2.2537 -4.3020
H 4.1705 -4.1359 -2.7542
H 2.9628 -4.3727 -0.6806
H -0.0452 -4.4588 1.9713
H 0.4173 -5.0088 -0.9989
H -0.1630 -6.1742 0.1946
H 1.4690 -5.5296 0.3192
H -1.7694 -3.9415 -0.4816
H -2.0576 -3.1594 1.0658
H -2.1568 -4.9265 0.9323
H 1.6512 -3.4365 2.8789
H 3.9837 -3.3828 0.9170
H 3.0389 -4.8124 1.3604
H 4.0004 -3.9802 2.5728
H 3.6652 -1.3056 2.1472
H 3.2143 -1.9209 3.7378
H 2.1120 -0.8554 2.8471
H -0.6409 -2.8631 -3.3839
H -2.6476 -4.2429 -3.7793
H -4.7264 -3.7852 -2.5120
H -4.7773 -2.0109 -0.8419
H -1.8773 1.7587 -1.0129
H -4.8325 1.1614 -1.5349
H -3.4568 0.8591 -2.5901
H -3.9241 2.5154 -2.2034
H -4.1264 2.3716 0.9619
H -3.2365 3.5505 0.0202
H -2.3845 2.5713 1.2074
H -3.7538 0.4450 2.0500
H -5.7524 -0.6675 0.0310
H -5.5096 1.0044 0.4907
H -6.0980 -0.1534 1.6717
H -4.2354 -2.4991 1.4344
H -4.6911 -1.6331 2.9044
H -2.9853 -1.8683 2.4959
N 3.7624 -0.1463 -0.0788
C 3.3180 0.8975 0.6528
N 2.0902 1.0582 1.0415
C 1.9359 2.2380 1.7258
C 3.0570 2.9884 1.8761
S 4.3924 2.2024 1.1106
C 0.6520 2.4706 2.3981
C 0.3614 3.5341 3.1830
S -1.0553 3.2144 4.1188
C -1.1679 1.6559 3.3534
N -0.2795 1.4440 2.4238
N -2.0466 0.7167 3.7481
H 3.0988 -0.8758 -0.3182
H 4.7400 -0.3657 -0.1108
H 3.1926 3.8917 2.4467
H 0.9269 4.4406 3.3146
H -2.8989 0.9557 4.2181
H -1.9572 -0.1700 3.2554
C -0.2216 -1.7484 2.4073
C -0.4423 -2.1309 3.7614
C 0.2265 -1.5096 4.8460
C 0.0147 -1.9027 6.1531
C -0.8885 -2.9164 6.4662
C -1.5630 -3.5369 5.4219
C -1.3397 -3.1734 4.1040
H 0.9017 -0.6888 4.6357
H 0.5499 -1.3953 6.9491
H -1.0589 -3.2128 7.4933
H -2.2692 -4.3328 5.6346
H -1.8655 -3.6936 3.3125
*
```

Its relative energy (zero: lowest compared OMol25 entry of this formula, charge and spin) is 55.7 kcal per mole. Its expectation value of S² is 0.76. For the HOMO energy (spin up / spin down), the calculation gives -2.65 / -2.77 eV. The LUMO energy (spin up / spin down) is 2.17 / 2.17 eV. For the largest force on an atom, the calculation gives 0.485 eV/A.

[3]
Density functional theory data (wB97M-V/def2-TZVPD) for 13 unconnected molecules or ions with the total composition C49H72N10O14 in a non-equilibrium geometry.

Structure (ORCA input):
```
! wB97M-V def2-TZVPD RIJCOSX def2/J DEFGRID3
* xyz 0 1
C -0.6220 5.0570 4.1701
O 0.2618 4.5927 4.8308
N -0.4522 6.1006 3.3084
C -1.5724 6.5938 2.4228
C 0.8967 6.7040 3.1083
H -1.6231 4.6146 4.1533
H -2.5182 6.2022 2.8249
H -1.3928 6.4128 1.3615
H -1.6629 7.6397 2.4324
H 0.9669 7.0431 2.0686
H 1.1119 7.4633 3.8278
H 1.6792 5.9436 3.3227
C -4.3075 -4.0948 2.0516
O -4.4323 -4.6967 3.1273
N -4.2949 -4.7469 0.8591
C -4.1044 -3.9506 -0.3212
C -4.1604 -6.1995 0.8597
H -4.1936 -3.0004 1.9511
H -3.0220 -3.9552 -0.6728
H -4.4089 -2.9425 -0.1383
H -4.7730 -4.2836 -1.1573
H -3.1022 -6.5600 0.7186
H -4.5825 -6.6606 1.7169
H -4.6936 -6.5652 -0.0261
C -0.1320 -4.9673 -1.7767
O -0.6336 -4.2396 -2.5629
N 1.1245 -4.9285 -1.3141
C 2.0568 -3.8542 -1.6693
C 1.6972 -5.9971 -0.4667
H -0.6365 -5.8718 -1.3111
H 1.5243 -2.8928 -1.6474
H 2.6133 -4.0182 -2.5544
H 2.7923 -3.7011 -0.8856
H 0.9834 -6.8158 -0.2521
H 2.5732 -6.4691 -0.9729
H 1.9711 -5.5907 0.5020
C -1.1905 0.0973 0.6137
O -2.2019 -0.6059 0.7585
N -0.4324 0.1807 -0.5179
C -0.9444 -0.5297 -1.6575
C 0.9571 0.6973 -0.5125
H -0.7809 0.6565 1.4433
H -0.1328 -0.5925 -2.4055
H -1.6865 -0.0531 -2.2178
H -1.2117 -1.5021 -1.3691
H 1.6111 -0.1498 -0.5728
H 1.0743 1.4422 -1.3256
H 1.1469 1.2290 0.4313
C 0.7671 4.7903 -3.6429
O 0.2163 4.9229 -4.7368
N 0.1244 4.7037 -2.4720
C 0.8271 4.6972 -1.1942
C -1.3363 4.9283 -2.3270
H 1.8462 4.7349 -3.5025
H 0.5039 3.8460 -0.6023
H 0.5810 5.6597 -0.6936
H 1.8955 4.7414 -1.3985
H -1.7302 4.1026 -1.7471
H -1.3723 5.8337 -1.7026
H -1.7679 4.9766 -3.3281
C 2.7773 0.7591 5.8746
C 1.3151 0.9940 5.4144
O 1.4289 0.8576 4.0484
C 2.5561 0.2357 3.7137
O 2.9426 -0.0079 2.5823
O 3.2014 -0.1098 4.8375
H 3.0116 0.3179 6.8511
H 3.3990 1.6712 5.7990
H 0.9289 1.9778 5.5688
H 0.6760 0.2092 5.9296
C -2.8245 -3.7871 -4.6821
C -1.6570 -2.8901 -5.1134
O -2.2100 -1.5898 -5.0334
C -3.3238 -1.6208 -4.2515
O -3.9585 -0.6483 -3.9622
O -3.6744 -2.8796 -3.9643
H -2.6538 -4.5652 -3.9751
H -3.4198 -4.2154 -5.5419
H -1.2856 -3.0766 -6.1236
H -0.8188 -2.8562 -4.4854
C -0.5474 2.1330 -4.8525
C -0.4797 1.0695 -5.9730
O 0.4152 0.1250 -5.5049
C 1.2200 0.6463 -4.5177
O 2.1637 0.0796 -4.0334
O 0.7835 1.8714 -4.2340
H -1.1961 1.7938 -4.0705
H -0.4795 3.1501 -5.1091
H -0.0939 1.4715 -6.9081
H -1.4373 0.6014 -6.1326
N 4.1723 -0.5978 -0.6317
C 4.7224 -1.3536 0.3238
C 5.3924 -2.5660 0.1139
C 5.5844 -3.0225 -1.1818
C 5.0704 -2.2396 -2.2549
C 4.3399 -1.1162 -1.8475
H 4.5510 -0.9870 1.3110
H 5.8277 -3.1374 0.9447
H 6.0882 -3.9621 -1.3651
H 5.1334 -2.4726 -3.3172
H 3.8684 -0.4368 -2.5788
N -3.8070 3.9990 0.1597
C -4.7660 4.3275 -0.7105
C -5.3450 3.3632 -1.5163
C -4.8885 2.0328 -1.4881
C -3.7539 1.7675 -0.6813
C -3.2766 2.7601 0.1370
H -4.9921 5.4153 -0.6182
H -6.0746 3.6767 -2.2473
H -5.2589 1.2589 -2.1160
H -3.2901 0.7831 -0.5789
H -2.5332 2.5877 0.9156
N -0.3281 -4.7860 2.3115
C -0.4930 -3.6685 1.6348
C 0.5319 -2.7106 1.4264
C 1.7427 -2.8746 2.0546
C 1.8013 -3.9719 2.9398
C 0.8262 -4.9459 2.9326
H -1.4398 -3.5265 1.1503
H 0.3994 -1.9201 0.7341
H 2.4804 -2.1164 1.9472
H 2.7231 -4.1860 3.5441
H 0.8914 -5.8190 3.5708
N -0.3333 -1.8531 5.4042
C -0.5873 -3.0478 5.9764
C -1.7980 -3.7028 5.8741
C -2.7238 -3.1997 5.0060
C -2.4810 -2.0012 4.3624
C -1.2567 -1.3428 4.5986
H 0.2086 -3.4947 6.6232
H -1.9502 -4.6524 6.3586
H -3.5948 -3.7540 4.7346
H -3.1114 -1.5054 3.6292
H -1.0121 -0.3987 4.1065
N 4.4062 5.5495 0.3358
C 4.5781 6.1040 -0.8386
C 4.5682 5.4593 -2.0963
C 4.3681 4.0782 -1.9751
C 4.1154 3.4523 -0.7827
C 4.1711 4.2017 0.3888
H 4.8157 7.1597 -0.8527
H 4.8547 5.9429 -3.0283
H 4.4243 3.4812 -2.8975
H 3.9197 2.4020 -0.6618
H 4.0641 3.6771 1.3559
*
```

For the HOMO energy, the calculation gives -9.02 eV. The LUMO energy is 0.60 eV. For the largest force on an atom, the calculation gives 3.984 eV/A.